Entry 1:
{"formula": "H19O9", "method": "ωB97M-V with the def2-TZVPD basis set", "symbols": ["O", "H", "H", "H", "O", "H", "H", "O", "H", "H", "O", "H", "H", "O", "H", "H", "O", "H", "H", "O", "H", "H", "O", "H", "H", "O", "H", "H"], "xyz": [[-0.0721, -0.1189, 0.2380], [0.1394, -0.6855, 0.9835], [-0.2168, -0.6550, -0.5451], [0.6498, 0.5130, 0.2055], [-1.9951, -2.1940, 1.8887], [-1.9492, -2.2034, 2.8447], [-2.6038, -1.4841, 1.6846], [1.0900, 0.7264, -2.0892], [1.9913, 0.7458, -1.7676], [1.1730, 0.7964, -3.0403], [0.5612, 0.4258, 3.0779], [0.6229, 0.2127, 4.0090], [-0.2748, 0.8839, 2.9914], [-2.4205, 0.5919, -1.5015], [-2.6121, 0.6029, -2.4393], [-2.4593, 1.5113, -1.2379], [-0.4580, -2.5574, -1.3402], [-1.1258, -2.8934, -1.9380], [0.3661, -2.6677, -1.8145], [1.7999, 1.7614, 0.3451], [1.9760, 2.4705, -0.2733], [2.6131, 1.6683, 0.8414], [-0.6295, 3.1637, -1.5522], [0.0348, 2.5153, -1.7857], [-0.3801, 3.9490, -2.0394], [1.4922, -2.0272, 1.2386], [1.4551, -2.1962, 2.1800], [1.2323, -2.8557, 0.8357]], "atomic_forces_ev_per_a": [[-1.48, 0.39, 0.79], [0.26, -1.35, 1.00], [-0.24, -0.60, -1.17], [1.22, 1.43, -0.63], [0.44, 0.04, -0.20], [-0.06, -0.11, 0.30], [-0.31, 0.15, -0.15], [-0.19, 0.09, -0.06], [0.37, -0.05, 0.15], [-0.10, -0.12, -0.43], [0.12, -0.24, -0.42], [0.10, -0.05, 0.30], [-0.26, 0.28, 0.02], [0.15, -0.46, 0.18], [-0.12, 0.01, -0.23], [0.10, 0.42, 0.05], [0.31, 0.48, 0.41], [-0.37, -0.06, -0.08], [0.28, -0.12, -0.24], [0.06, -0.29, 0.00], [-0.25, 0.37, -0.17], [0.20, -0.14, 0.45], [-0.14, 0.08, 0.23], [0.15, -0.52, -0.13], [-0.09, 0.34, -0.10], [-0.03, 0.37, -0.06], [0.09, -0.02, 0.36], [-0.19, -0.35, -0.19]], "energy_ha": -688.3196, "homo_lumo_gap_ev": 11.2, "charge": 1, "e_above_lowest_ev": 1.554, "fmax_ha_per_bohr": 0.039}

Entry 2:
{"formula": "C32H27BrClN2O2Os", "method": "ωB97M-V with the def2-TZVPD basis set", "symbols": ["Os", "Br", "C", "C", "C", "C", "C", "C", "C", "C", "C", "C", "H", "H", "H", "H", "H", "H", "C", "C", "C", "C", "C", "C", "C", "C", "C", "C", "N", "C", "C", "C", "C", "C", "N", "H", "H", "H", "H", "H", "H", "H", "H", "H", "H", "H", "H", "H", "H", "H", "H", "H", "Cl", "C", "C", "C", "C", "C", "C", "C", "O", "O", "H", "H", "H", "H"], "xyz": [[0.3177, -0.8070, 0.0059], [2.5685, 0.3005, -0.3044], [3.3974, -0.6905, 1.0976], [4.7162, -0.4862, 1.3672], [5.3077, -1.2023, 2.4266], [4.5511, -2.0571, 3.1746], [3.1767, -2.2481, 2.8968], [2.3770, -3.0838, 3.7145], [1.0401, -3.2294, 3.4788], [0.4411, -2.5879, 2.3805], [1.1688, -1.7754, 1.5223], [2.5685, -1.5745, 1.8099], [5.2985, 0.2149, 0.7849], [6.3562, -1.0562, 2.6448], [4.9906, -2.5983, 4.0028], [2.8470, -3.5966, 4.5449], [0.4333, -3.8501, 4.1241], [-0.6154, -2.7419, 2.2271], [-0.1493, 1.6933, 3.8526], [0.9603, 1.7424, 2.8000], [0.5758, 2.5572, 1.5910], [0.9874, 3.8771, 1.4739], [0.5967, 4.6530, 0.3913], [-0.2111, 4.1167, -0.5952], [-0.6472, 2.7959, -0.5229], [-1.5250, 2.2415, -1.6214], [-2.9560, 2.7788, -1.5580], [-0.2458, 2.0419, 0.5819], [-0.6906, 0.6739, 0.6820], [-2.0029, 0.4395, 1.0129], [-2.4649, -0.8186, 0.8404], [-3.6989, -1.5229, 1.0225], [-3.4756, -2.7909, 0.5839], [-2.1134, -2.8552, 0.1310], [-1.5230, -1.6922, 0.2837], [0.1822, 1.1573, 4.7419], [-1.0361, 1.1825, 3.4715], [-0.4448, 2.7001, 4.1490], [1.2222, 0.7237, 2.5079], [1.8570, 2.1811, 3.2413], [1.6223, 4.3029, 2.2413], [0.9300, 5.6796, 0.3160], [-0.5046, 4.7228, -1.4440], [-1.5428, 1.1497, -1.5940], [-1.0857, 2.5080, -2.5854], [-3.4267, 2.5391, -0.6026], [-3.5659, 2.3507, -2.3531], [-2.9682, 3.8633, -1.6667], [-2.5814, 1.2717, 1.3942], [-4.6062, -1.1064, 1.4290], [-4.1713, -3.6130, 0.5549], [-1.6012, -3.7045, -0.2908], [-1.5873, 0.4031, -7.9045], [-1.1877, -0.3034, -6.3792], [-1.5972, -1.6002, -6.1002], [-1.2770, -2.1582, -4.8768], [-0.5534, -1.4278, -3.9373], [-0.1434, -0.1319, -4.2371], [-0.4603, 0.4365, -5.4581], [-0.2621, -2.0695, -2.6304], [-0.6304, -3.1683, -2.3160], [0.5166, -1.2971, -1.8263], [-2.1573, -2.1586, -6.8367], [-1.5852, -3.1663, -4.6351], [0.4325, 0.4316, -3.5163], [-0.1443, 1.4404, -5.7049]], "atomic_forces_ev_per_a": [[-0.44, -0.11, 0.14], [0.10, 0.03, 0.03], [-0.01, -0.02, -0.06], [0.02, -0.02, 0.03], [0.00, 0.03, -0.03], [-0.02, -0.02, 0.02], [0.02, -0.02, 0.02], [0.00, 0.01, -0.03], [-0.04, -0.03, -0.01], [0.10, -0.08, 0.02], [0.05, 0.07, 0.02], [0.01, 0.03, 0.06], [0.00, 0.00, 0.00], [0.00, 0.00, 0.00], [0.01, 0.01, 0.00], [0.00, 0.01, 0.00], [0.02, 0.00, 0.01], [0.00, 0.04, -0.04], [0.00, -0.01, -0.04], [0.00, 0.02, 0.00], [-0.08, 0.00, 0.03], [0.01, 0.01, -0.03], [0.00, 0.01, -0.01], [0.03, -0.02, 0.00], [0.04, -0.03, -0.04], [0.02, 0.01, 0.00], [0.01, -0.02, 0.02], [-0.09, 0.03, 0.14], [0.23, -0.02, -0.15], [0.02, 0.07, 0.07], [0.00, 0.07, -0.06], [0.04, 0.05, 0.06], [0.01, -0.07, -0.02], [-0.09, 0.03, 0.02], [0.00, -0.14, -0.10], [0.01, 0.00, 0.00], [0.00, 0.01, 0.01], [0.00, -0.01, 0.01], [0.01, 0.01, 0.00], [0.00, 0.01, -0.01], [0.00, -0.01, 0.01], [0.00, 0.00, 0.00], [0.00, 0.00, 0.00], [0.00, 0.00, -0.01], [0.00, 0.02, 0.00], [-0.01, 0.00, -0.01], [0.00, 0.01, 0.00], [0.00, 0.00, 0.02], [-0.04, -0.03, -0.01], [-0.01, -0.02, -0.02], [-0.01, 0.02, 0.01], [0.06, 0.02, -0.03], [0.00, 0.00, 0.01], [0.00, 0.00, 0.00], [0.00, -0.01, 0.00], [-0.03, 0.00, 0.00], [-0.03, -0.03, 0.00], [0.02, 0.03, 0.02], [0.00, -0.01, 0.00], [0.04, -0.03, 0.05], [0.01, -0.05, 0.07], [0.02, 0.16, -0.16], [0.00, 0.01, 0.00], [0.00, 0.00, 0.00], [0.00, 0.00, -0.01], [0.00, 0.00, 0.00]], "energy_ha": -4620.2982, "homo_lumo_gap_ev": 6.6, "charge": 1, "e_above_lowest_ev": 0.000, "fmax_ha_per_bohr": 0.009}

Entry 3:
{"formula": "C27H29FeN7S", "method": "ωB97M-V with the def2-TZVPD basis set", "symbols": ["Fe", "C", "C", "N", "C", "C", "S", "C", "C", "N", "H", "H", "H", "H", "H", "H", "H", "H", "H", "H", "H", "H", "H", "H", "C", "C", "C", "C", "N", "C", "C", "C", "C", "C", "C", "N", "C", "C", "C", "C", "C", "N", "H", "H", "H", "H", "H", "H", "H", "H", "H", "H", "H", "N", "C", "C", "C", "C", "C", "N", "C", "H", "H", "H", "H"], "xyz": [[0.0925, 0.3002, -0.0141], [1.2562, 3.0578, 0.3556], [1.4970, 2.7233, -1.0888], [1.5871, 1.2392, -1.2353], [2.9688, 0.7386, -0.9909], [3.2715, 0.5483, 0.4796], [1.8293, -0.1288, 1.4026], [1.6093, 1.1638, 2.6884], [0.4347, 2.0890, 2.3989], [0.1928, 2.1783, 0.9396], [2.1515, 2.9290, 0.9522], [0.9746, 4.1079, 0.4553], [0.6684, 3.0857, -1.6957], [2.3989, 3.2088, -1.4625], [1.4049, 1.0301, -2.2125], [3.0727, -0.2040, -1.5125], [3.6991, 1.4145, -1.4409], [4.0897, -0.1625, 0.5958], [3.5742, 1.4644, 0.9767], [1.4684, 0.6560, 3.6408], [2.5631, 1.6833, 2.7494], [-0.4689, 1.7136, 2.8657], [0.6134, 3.0798, 2.8234], [-0.6947, 2.6515, 0.8073], [2.3971, -2.9002, -2.1324], [1.6147, -3.1246, -3.2536], [0.3360, -2.5881, -3.2827], [-0.0989, -1.8160, -2.2205], [0.7122, -1.4685, -1.1896], [1.9122, -2.0639, -1.1437], [-1.5116, -1.4603, -1.9938], [-2.6093, -1.8961, -2.7201], [-3.8727, -1.6814, -2.1792], [-3.9929, -1.1202, -0.9118], [-2.8341, -0.7074, -0.2716], [-1.6483, -0.8226, -0.8431], [-2.6893, -0.3335, 1.1478], [-3.7590, -0.2268, 2.0187], [-3.5236, -0.1910, 3.3851], [-2.2160, -0.3113, 3.8276], [-1.2016, -0.3367, 2.8890], [-1.3971, -0.2833, 1.5640], [3.3659, -3.3656, -2.0164], [1.9705, -3.7449, -4.0655], [-0.3272, -2.8052, -4.1080], [2.5031, -1.8975, -0.2519], [-2.4970, -2.4288, -3.6534], [-4.7535, -2.0192, -2.7087], [-4.9591, -1.0564, -0.4326], [-4.7711, -0.2162, 1.6397], [-4.3452, -0.1247, 4.0858], [-1.9776, -0.3835, 4.8792], [-0.1770, -0.4474, 3.2206], [-1.0693, 2.2932, -6.1520], [-1.4056, 2.3501, -5.0564], [-1.7495, 2.3931, -3.6633], [-2.7882, 3.1723, -3.1645], [-3.0358, 3.1228, -1.8032], [-2.2308, 2.3344, -0.9998], [-1.2042, 1.6036, -1.4639], [-1.0012, 1.6234, -2.7820], [-3.3878, 3.7826, -3.8272], [-3.8458, 3.6890, -1.3647], [-2.4341, 2.2797, 0.0639], [-0.2363, 0.9751, -3.1940]], "atomic_forces_ev_per_a": [[-0.12, 0.27, -0.69], [-0.14, 0.17, -0.07], [-0.24, -0.09, -0.15], [-0.02, -0.03, 0.23], [-0.07, 0.03, -0.11], [0.09, -0.16, 0.04], [-0.04, 0.15, 0.21], [0.10, -0.03, 0.07], [-0.26, -0.04, 0.08], [0.25, -0.14, 0.11], [0.09, -0.02, 0.00], [-0.05, -0.04, 0.05], [0.14, -0.07, 0.04], [0.07, -0.04, 0.05], [-0.09, -0.06, 0.03], [0.01, 0.04, -0.08], [-0.01, 0.07, 0.09], [-0.01, -0.02, 0.07], [0.00, 0.01, 0.01], [0.11, 0.01, 0.00], [0.00, 0.01, 0.05], [0.06, 0.14, 0.00], [0.11, 0.01, -0.08], [-0.05, -0.04, -0.02], [-0.03, -0.05, -0.02], [0.03, -0.01, 0.03], [0.02, -0.01, 0.04], [0.09, 0.11, -0.08], [0.17, -0.01, -0.01], [-0.13, -0.11, 0.18], [0.10, 0.00, -0.07], [-0.08, 0.05, 0.01], [0.09, 0.01, 0.07], [0.00, 0.02, -0.10], [-0.04, 0.07, 0.13], [-0.04, -0.19, -0.06], [0.00, 0.15, 0.01], [0.05, -0.04, 0.03], [0.06, -0.01, 0.02], [-0.07, -0.02, -0.03], [0.21, -0.30, -0.05], [0.02, 0.19, 0.00], [0.01, 0.01, 0.00], [0.00, 0.00, 0.00], [-0.03, -0.01, 0.02], [0.04, -0.04, -0.06], [0.00, 0.00, -0.01], [0.00, 0.01, -0.01], [-0.01, 0.02, 0.00], [0.00, -0.04, -0.02], [0.00, 0.00, 0.00], [0.01, 0.00, 0.01], [-0.13, 0.01, 0.00], [-0.01, -0.04, -0.03], [0.00, 0.03, 0.03], [0.01, -0.01, -0.02], [-0.02, 0.00, -0.03], [-0.01, -0.01, 0.04], [0.07, 0.04, -0.06], [-0.18, 0.18, 0.07], [-0.10, -0.19, -0.01], [0.01, 0.01, 0.00], [0.01, 0.01, 0.01], [-0.04, -0.03, 0.03], [0.03, 0.02, 0.02]], "energy_ha": -3090.5256, "homo_lumo_gap_ev": [7.0, 7.6], "s_squared": 0.821, "multiplicity": 2, "charge": 3, "e_above_lowest_ev": 1.513, "fmax_ha_per_bohr": 0.015}

Entry 4:
{"formula": "C21H23N3O4S", "method": "ωB97M-V with the def2-TZVPD basis set", "symbols": ["C", "H", "O", "C", "C", "N", "C", "N", "C", "C", "C", "C", "C", "C", "C", "O", "H", "H", "H", "H", "S", "C", "C", "O", "C", "C", "C", "C", "N", "H", "C", "H", "H", "H", "C", "O", "C", "H", "H", "H", "C", "H", "H", "H", "H", "H", "H", "H", "H", "H", "H", "H"], "xyz": [[2.8953, 4.9162, 0.0150], [2.7079, 5.7903, -0.6204], [1.9362, 3.9151, -0.2040], [1.9238, 3.4382, -1.5287], [0.8270, 2.3819, -1.6485], [1.0742, 1.2935, -0.7267], [0.5822, 1.3027, 0.5400], [0.8429, 0.4157, 1.4344], [1.6318, -0.6469, 1.1099], [1.8941, -1.6282, 2.0736], [2.6510, -2.7262, 1.7365], [3.1640, -2.8717, 0.4467], [2.9241, -1.9079, -0.5061], [2.1555, -0.7866, -0.1864], [1.9043, 0.2545, -1.1736], [2.3424, 0.2691, -2.3059], [3.3167, -1.9904, -1.5084], [3.7553, -3.7407, 0.2010], [2.8538, -3.4854, 2.4781], [1.4911, -1.4921, 3.0654], [-0.5708, 2.5321, 0.9869], [-1.1750, 1.8116, 2.5441], [-1.2507, 0.2938, 2.5739], [-0.9465, -0.2959, 3.5947], [-1.7361, -0.4370, 1.4102], [-2.4605, -0.1652, 0.2618], [-2.4461, -1.3566, -0.5266], [-1.7095, -2.3140, 0.1800], [-1.3265, -1.7490, 1.3321], [-0.7592, -2.1683, 2.0541], [-1.2812, -3.7013, -0.1374], [-0.6215, -4.0661, 0.6476], [-2.1329, -4.3751, -0.2129], [-0.7388, -3.7330, -1.0806], [-3.0962, -1.4614, -1.8320], [-3.5369, -0.4900, -2.4133], [-3.2171, -2.8405, -2.4408], [-2.2350, -3.2096, -2.7248], [-3.8382, -2.7760, -3.3310], [-3.6637, -3.5348, -1.7347], [-3.2187, 1.0628, -0.0872], [-2.7307, 1.5919, -0.9041], [-4.2092, 0.7873, -0.4446], [-3.3150, 1.7307, 0.7628], [-2.1651, 2.2441, 2.6970], [-0.5173, 2.1286, 3.3544], [-0.1440, 2.8241, -1.4195], [0.8324, 1.9678, -2.6594], [1.7204, 4.2569, -2.2350], [2.8970, 2.9920, -1.7850], [2.8104, 5.2018, 1.0612], [3.9090, 4.5468, -0.1840]], "atomic_forces_ev_per_a": [[0.10, 0.06, 0.01], [0.02, 0.00, 0.03], [-0.21, -0.17, -0.14], [-0.02, -0.11, -0.16], [0.28, 0.52, -0.26], [0.10, -0.19, -0.13], [0.07, -0.34, 0.75], [0.30, 0.60, 0.04], [0.32, -0.18, -0.64], [0.08, -0.03, -0.03], [-0.07, 0.05, 0.09], [0.08, -0.04, -0.19], [-0.01, 0.04, -0.04], [-0.01, -0.22, 0.47], [-0.05, -0.01, -0.04], [0.09, -0.01, -0.09], [0.05, -0.02, -0.08], [0.05, -0.06, -0.03], [0.01, -0.05, 0.07], [-0.06, 0.03, 0.14], [-0.30, 0.41, 0.15], [0.40, 0.10, -0.16], [-0.31, 0.17, 0.52], [-0.13, -0.02, -0.05], [-0.54, -0.26, -0.48], [0.23, -0.11, 0.47], [0.21, 0.17, 0.32], [-0.16, 0.07, -0.17], [0.01, 0.03, 0.09], [-0.02, -0.03, -0.09], [-0.02, -0.08, -0.02], [0.05, -0.07, 0.00], [0.00, -0.07, -0.01], [0.04, -0.06, -0.02], [0.07, -0.46, -0.05], [-0.04, 0.08, -0.08], [-0.18, 0.20, -0.22], [0.11, -0.10, 0.00], [0.01, 0.01, -0.01], [0.01, -0.12, 0.07], [-0.11, 0.12, -0.10], [-0.08, 0.08, -0.02], [-0.04, 0.07, 0.03], [-0.03, 0.07, 0.05], [-0.02, 0.01, -0.02], [-0.14, -0.14, -0.02], [0.04, -0.08, -0.13], [-0.10, 0.11, 0.16], [0.01, -0.08, 0.03], [-0.11, 0.05, -0.01], [0.08, 0.06, -0.02], [-0.02, 0.03, 0.02]], "smiles": "COCCn1c(SCC(=O)c2[nH]c(C)c(C(C)=O)c2C)nc2ccccc2c1=O", "energy_ha": -1677.4884, "homo_lumo_gap_ev": 8.5, "charge": 0, "e_above_lowest_ev": 1.092, "fmax_ha_per_bohr": 0.016}